No. 1
C29H29BrFN2O5SSiV | ωB97M-V/def2-TZVPD

Cartesian coordinates (Å):
V (-1.072, 0.009, -0.592)
C (0.292, -0.632, 3.186)
Si (-0.762, 0.636, 2.332)
C (0.299, 1.900, 1.458)
C (-1.987, 1.604, 3.337)
N (-1.771, -0.276, 1.002)
C (-2.973, -0.904, 1.442)
C (-3.128, -1.256, 2.790)
C (-4.269, -1.885, 3.247)
C (-5.295, -2.193, 2.363)
C (-5.158, -1.894, 1.020)
C (-4.010, -1.273, 0.578)
F (-3.898, -1.043, -0.735)
H (1.102, -0.124, 3.716)
H (0.749, -1.299, 2.451)
H (-0.241, -1.248, 3.909)
H (1.044, 2.189, 2.209)
H (-0.282, 2.795, 1.229)
H (0.868, 1.619, 0.575)
H (-1.455, 2.468, 3.744)
H (-2.443, 1.067, 4.166)
H (-2.787, 1.987, 2.699)
H (-2.335, -1.061, 3.495)
H (-4.353, -2.139, 4.294)
H (-6.194, -2.677, 2.718)
H (-5.926, -2.130, 0.296)
Br (2.178, 2.903, -1.122)
C (0.406, 3.528, -1.312)
C (0.206, 4.897, -1.487)
C (-1.088, 5.355, -1.631)
C (-2.134, 4.437, -1.604)
C (-1.813, 3.107, -1.438)
N (-0.565, 2.640, -1.280)
C (-2.895, 2.077, -1.426)
O (-4.063, 2.218, -1.362)
O (-2.288, 0.829, -1.490)
H (1.052, 5.567, -1.508)
H (-1.283, 6.410, -1.766)
H (-3.169, 4.729, -1.716)
C (-1.872, -4.146, -1.293)
O (-1.655, -2.869, -0.600)
C (-1.360, -1.861, -1.358)
O (-1.111, -1.794, -2.526)
H (-2.328, -4.791, -0.552)
H (-0.912, -4.536, -1.619)
H (-2.530, -3.985, -2.142)
O (0.710, -0.481, -0.504)
S (1.824, -1.532, -0.885)
C (3.075, -1.247, 0.304)
C (3.684, -0.001, 0.442)
C (4.656, 0.145, 1.411)
C (5.019, -0.941, 2.208)
C (4.409, -2.177, 2.053)
C (3.418, -2.338, 1.095)
C (2.510, -0.896, -2.396)
C (3.818, -1.267, -2.693)
C (4.352, -0.885, -3.912)
C (3.585, -0.152, -4.810)
C (2.280, 0.198, -4.497)
C (1.725, -0.181, -3.284)
H (3.399, 0.824, -0.199)
H (5.148, 1.099, 1.543)
H (5.791, -0.817, 2.955)
H (4.702, -3.012, 2.674)
H (2.922, -3.292, 0.964)
H (4.417, -1.831, -1.990)
H (5.368, -1.160, -4.160)
H (4.009, 0.145, -5.759)
H (1.684, 0.763, -5.200)
H (0.701, 0.082, -3.059)

Atoms 1-2, force components in eV/Å:
V 0.049 -0.082 0.669
C -0.005 -0.010 -0.070

Properties
HOMO (spin up / spin down), eV: -14.24 / -14.25
Total charge: +2
Frontier orbital gap (spin up / spin down), eV: 6.686 / 6.636

Listed below, in e, are the natural (NBO) charges computed for each atom: atom 1 (V): 1.470, atom 2 (C): -1.141, atom 3 (Si): 1.778, atom 4 (C): -1.172, atom 5 (C): -1.135, atom 6 (N): -0.780, atom 7 (C): -0.015, atom 8 (C): -0.134, atom 9 (C): -0.224, atom 10 (C): -0.136, atom 11 (C): -0.261, atom 12 (C): 0.407, atom 13 (F): -0.298, atom 14 (H): 0.268, atom 15 (H): 0.245, atom 16 (H): 0.262, atom 17 (H): 0.279, atom 18 (H): 0.252, atom 19 (H): 0.256, atom 20 (H): 0.268, atom 21 (H): 0.265, atom 22 (H): 0.264, atom 23 (H): 0.212, atom 24 (H): 0.242, atom 25 (H): 0.245, atom 26 (H): 0.257, atom 27 (Br): 0.109, atom 28 (C): 0.181, atom 29 (C): -0.235, atom 30 (C): -0.119, atom 31 (C): -0.170, atom 32 (C): 0.050, atom 33 (N): -0.496, atom 34 (C): 0.773, atom 35 (O): -0.439, atom 36 (O): -0.627, atom 37 (H): 0.261, atom 38 (H): 0.256, atom 39 (H): 0.267, atom 40 (C): -0.260, atom 41 (O): -0.482, atom 42 (C): 0.677, atom 43 (O): -0.510, atom 44 (H): 0.225, atom 45 (H): 0.208, atom 46 (H): 0.218, atom 47 (O): -0.904, atom 48 (S): 1.268, atom 49 (C): -0.233, atom 50 (C): -0.207, atom 51 (C): -0.185, atom 52 (C): -0.140, atom 53 (C): -0.199, atom 54 (C): -0.197, atom 55 (C): -0.202, atom 56 (C): -0.217, atom 57 (C): -0.184, atom 58 (C): -0.158, atom 59 (C): -0.174, atom 60 (C): -0.219, atom 61 (H): 0.232, atom 62 (H): 0.242, atom 63 (H): 0.245, atom 64 (H): 0.248, atom 65 (H): 0.241, atom 66 (H): 0.236, atom 67 (H): 0.245, atom 68 (H): 0.244, atom 69 (H): 0.239, atom 70 (H): 0.217


No. 2
C29H29CoF6N3O3S5 | ωB97M-V/def2-TZVPD

Cartesian coordinates (Å):
Co (-0.238, -0.608, 1.418)
C (-4.087, -2.032, 1.092)
C (-4.540, -1.060, -0.006)
S (-3.124, -0.069, -0.551)
C (-3.895, 1.104, -1.711)
C (-2.787, 2.002, -2.268)
S (-1.166, 1.184, -2.481)
C (-1.490, -0.006, -3.827)
C (-2.060, -1.360, -3.411)
S (-1.076, -2.164, -2.103)
C (-2.332, -3.333, -1.492)
C (-2.127, -3.752, -0.039)
S (-2.305, -2.473, 1.253)
H (-4.616, -2.980, 0.999)
H (-4.295, -1.610, 2.073)
H (-5.321, -0.399, 0.371)
H (-4.933, -1.602, -0.869)
H (-4.653, 1.687, -1.187)
H (-4.372, 0.536, -2.514)
H (-2.562, 2.811, -1.574)
H (-3.078, 2.426, -3.229)
H (-0.522, -0.133, -4.310)
H (-2.165, 0.472, -4.539)
H (-2.071, -2.018, -4.282)
H (-3.069, -1.248, -3.019)
H (-2.285, -4.228, -2.116)
H (-3.311, -2.872, -1.623)
H (-1.123, -4.151, 0.113)
H (-2.851, -4.529, 0.208)
F (-0.386, 1.261, 4.627)
C (0.766, 0.661, 4.932)
F (0.677, 0.198, 6.181)
F (1.741, 1.563, 4.881)
S (1.090, -0.750, 3.758)
O (1.865, -1.697, 4.497)
O (1.732, -0.152, 2.598)
O (-0.277, -1.197, 3.411)
C (2.537, -3.578, 1.668)
C (1.297, -2.993, 1.515)
N (1.069, -2.000, 0.644)
C (2.072, -1.609, -0.151)
C (3.361, -2.138, -0.062)
C (3.590, -3.119, 0.900)
C (4.496, -1.595, -0.840)
C (4.635, -1.433, -2.158)
C (3.786, -1.925, -3.254)
C (3.169, -3.171, -3.255)
C (2.481, -3.530, -4.400)
N (2.399, -2.740, -5.466)
C (3.040, -1.580, -5.374)
N (3.734, -1.139, -4.338)
H (2.676, -4.348, 2.413)
H (0.464, -3.303, 2.133)
H (1.851, -0.808, -0.846)
H (4.583, -3.532, 1.025)
H (5.322, -1.268, -0.217)
H (5.500, -0.889, -2.518)
H (3.249, -3.844, -2.414)
H (1.979, -4.487, -4.479)
H (3.004, -0.930, -6.243)
F (2.253, 7.759, 3.535)
C (0.913, 7.657, 3.399)
F (0.541, 8.665, 2.573)
F (0.373, 7.925, 4.601)
C (0.508, 6.319, 2.865)
C (1.137, 5.840, 1.721)
C (0.819, 4.587, 1.236)
C (-0.139, 3.799, 1.886)
C (-0.809, 4.322, 2.997)
C (-0.478, 5.571, 3.491)
C (-0.358, 2.448, 1.487)
C (-0.487, 1.270, 1.209)
H (1.885, 6.447, 1.228)
H (1.328, 4.189, 0.369)
H (-1.560, 3.721, 3.491)
H (-0.974, 5.957, 4.370)

Atoms 1-2, force components in eV/Å:
Co -0.900 -0.593 -0.285
C 0.359 0.089 0.200

Properties
HOMO (spin up / spin down), eV: -8.02 / -7.95
2S+1: 4
<S²>: 3.759
Relative energy (zero: lowest compared OMol25 entry of this formula, charge and spin), kcal per mole: 24.32
Frontier orbital gap (spin up / spin down), eV: 7.571 / 7.448

Listed below, in e, are the Mulliken charges computed for each atom: atom 1 (Co): 0.505, atom 2 (C): -0.983, atom 3 (C): -0.856, atom 4 (S): 0.183, atom 5 (C): -0.833, atom 6 (C): -0.799, atom 7 (S): 0.002, atom 8 (C): -1.001, atom 9 (C): -0.650, atom 10 (S): 0.150, atom 11 (C): -0.831, atom 12 (C): -0.951, atom 13 (S): 0.157, atom 14 (H): 0.386, atom 15 (H): 0.458, atom 16 (H): 0.523, atom 17 (H): 0.346, atom 18 (H): 0.502, atom 19 (H): 0.326, atom 20 (H): 0.329, atom 21 (H): 0.429, atom 22 (H): 0.423, atom 23 (H): 0.471, atom 24 (H): 0.536, atom 25 (H): 0.145, atom 26 (H): 0.536, atom 27 (H): 0.213, atom 28 (H): 0.332, atom 29 (H): 0.592, atom 30 (F): -0.202, atom 31 (C): 0.576, atom 32 (F): -0.223, atom 33 (F): -0.230, atom 34 (S): 1.177, atom 35 (O): -0.591, atom 36 (O): -0.620, atom 37 (O): -0.744, atom 38 (C): -1.014, atom 39 (C): -0.425, atom 40 (N): 0.616, atom 41 (C): -0.226, atom 42 (C): 0.038, atom 43 (C): -0.398, atom 44 (C): -0.550, atom 45 (C): -0.508, atom 46 (C): 0.535, atom 47 (C): -0.347, atom 48 (C): -0.312, atom 49 (N): -0.591, atom 50 (C): -0.132, atom 51 (N): -0.578, atom 52 (H): 0.469, atom 53 (H): 0.498, atom 54 (H): 0.637, atom 55 (H): 0.554, atom 56 (H): 0.427, atom 57 (H): 0.391, atom 58 (H): 0.405, atom 59 (H): 0.438, atom 60 (H): 0.422, atom 61 (F): -0.259, atom 62 (C): 0.839, atom 63 (F): -0.255, atom 64 (F): -0.282, atom 65 (C): 0.342, atom 66 (C): -0.860, atom 67 (C): -0.508, atom 68 (C): 0.511, atom 69 (C): -0.426, atom 70 (C): -0.647, atom 71 (C): 0.328, atom 72 (C): -0.693, atom 73 (H): 0.370, atom 74 (H): 0.500, atom 75 (H): 0.474, atom 76 (H): 0.434


no.,largest force on an atom (hartree/bohr)
1,0.0131
2,0.0220